Entry from the Open Molecules 2025 dataset: C57H58AsClGe2O3PdS8 as an isolated structure at a distorted geometry (wB97M-V/def2-TZVPD).

Results
spin multiplicity: 5
total charge: -2
energy relative to the best compared isomer or geometry (same formula, charge and spin): 0.0 kcal/mol
HOMO (spin up / spin down): -1.64 / -2.40 eV
orbital gap (spin up / spin down): 5.2 / 4.8 eV

Last column: Löwdin charge in e.
Atoms and positions in Å:
Pd -2.75 1.92 -0.25  0.195
S -4.10 4.01 0.52  -0.058
As -2.77 4.69 -1.05  -0.260
S -0.78 2.50 1.04  0.125
S -2.87 3.02 -2.46  -0.085
S -3.16 6.61 -1.86  -0.273
C 1.45 1.62 6.02  -0.052
C 2.20 1.76 4.72  -0.264
C 3.04 0.75 4.26  -0.029
C 3.70 0.86 3.04  -0.261
C 4.57 -0.27 2.55  -0.042
C 3.52 2.01 2.27  -0.174
C 2.69 3.04 2.72  -0.211
C 2.51 4.33 1.96  -0.038
C 2.03 2.89 3.94  -0.009
C 4.28 2.17 0.99  -0.225
C 5.56 2.70 1.08  -0.036
C 6.32 2.91 -0.06  -0.070
C 5.79 2.60 -1.29  -0.040
C 4.51 2.06 -1.41  -0.217
C 3.75 1.81 -0.25  -0.194
Ge 1.92 1.07 -0.37  0.098
S 0.38 2.73 -0.58  0.085
S 1.63 -0.48 -1.93  0.323
Ge 0.02 -1.20 -0.43  0.031
S -1.91 -0.46 -0.93  0.195
S 1.21 -0.22 1.29  0.312
C 0.02 -3.18 -0.15  -0.185
C 0.42 -4.07 -1.15  -0.217
C 0.34 -5.45 -0.94  -0.047
C -0.12 -5.97 0.26  -0.076
C -0.54 -5.09 1.24  -0.048
C -0.48 -3.71 1.05  -0.221
C -1.03 -2.87 2.16  -0.153
C -0.22 -2.47 3.23  -0.248
C 1.23 -2.89 3.36  -0.056
C -0.77 -1.68 4.24  -0.020
C -2.10 -1.30 4.22  -0.258
C -2.68 -0.39 5.27  -0.050
C -2.90 -1.77 3.19  -0.004
C -2.40 -2.57 2.17  -0.200
C -3.34 -3.11 1.13  -0.038
C 0.94 -3.69 -2.50  -0.178
C 0.05 -3.48 -3.56  -0.202
C -1.44 -3.45 -3.33  -0.028
C 0.56 -3.31 -4.84  -0.008
C 1.92 -3.35 -5.10  -0.273
C 2.44 -3.27 -6.51  -0.058
C 2.79 -3.52 -4.03  -0.024
C 2.32 -3.69 -2.73  -0.247
C 3.28 -3.85 -1.58  -0.036
C 4.00 1.80 -2.79  -0.172
C 3.22 2.76 -3.43  -0.200
C 2.84 4.07 -2.79  -0.031
C 2.77 2.51 -4.73  -0.003
C 3.09 1.34 -5.39  -0.263
C 2.55 1.06 -6.76  -0.052
C 3.90 0.41 -4.74  -0.020
C 4.36 0.62 -3.45  -0.251
C 5.17 -0.43 -2.74  -0.038
H 1.80 0.75 6.58  0.069
H 0.39 1.50 5.83  0.076
H 1.58 2.51 6.64  0.074
H 3.18 -0.15 4.86  0.110
H 4.68 -1.04 3.32  0.074
H 5.56 0.08 2.27  0.076
H 4.12 -0.73 1.67  0.064
H 2.91 4.27 0.94  0.065
H 3.02 5.14 2.47  0.085
H 1.46 4.59 1.88  0.066
H 1.37 3.68 4.27  0.126
H 5.95 2.97 2.06  0.120
H 7.32 3.34 0.02  0.097
H 6.36 2.78 -2.20  0.120
H 0.65 -6.12 -1.74  0.120
H -0.18 -7.04 0.41  0.095
H -0.92 -5.47 2.18  0.121
H 1.55 -3.51 2.52  0.073
H 1.37 -3.47 4.28  0.080
H 1.88 -2.02 3.41  0.036
H -0.13 -1.36 5.06  0.111
H -2.05 -0.36 6.16  0.065
H -3.68 -0.72 5.56  0.073
H -2.78 0.62 4.88  0.087
H -3.95 -1.48 3.16  0.112
H -4.34 -3.22 1.56  0.073
H -3.02 -4.07 0.75  0.070
H -3.40 -2.42 0.29  0.037
H -1.74 -4.16 -2.56  0.079
H -1.98 -3.68 -4.25  0.075
H -1.76 -2.46 -2.99  0.042
H -0.14 -3.16 -5.66  0.113
H 1.67 -2.93 -7.20  0.071
H 2.79 -4.25 -6.85  0.075
H 3.29 -2.58 -6.58  0.061
H 3.86 -3.53 -4.21  0.110
H 4.31 -3.76 -1.93  0.071
H 3.16 -4.82 -1.10  0.078
H 3.10 -3.09 -0.83  0.073
H 3.49 4.32 -1.94  0.075
H 1.81 4.04 -2.42  0.039
H 2.89 4.88 -3.51  0.082
H 2.14 3.24 -5.22  0.123
H 2.28 1.99 -7.27  0.071
H 1.64 0.45 -6.69  0.084
H 3.27 0.52 -7.38  0.070
H 4.16 -0.52 -5.23  0.104
H 5.38 -1.27 -3.42  0.069
H 4.62 -0.82 -1.89  0.063
H 6.12 -0.03 -2.37  0.076
C -8.56 1.79 3.79  -0.042
C -8.44 2.40 2.42  -0.201
C -9.09 3.57 2.08  -0.086
C -8.93 4.12 0.82  -0.670
Cl -9.78 5.60 0.42  0.602
C -8.11 3.52 -0.12  -0.097
C -7.46 2.33 0.20  0.003
C -7.63 1.77 1.46  -0.221
O -7.05 0.61 1.87  -0.038
C -6.23 -0.14 0.98  -0.086
C -4.92 0.56 0.58  -0.725
O -4.09 0.82 1.47  -0.085
O -4.77 0.82 -0.65  -0.153
H -9.27 2.35 4.39  0.069
H -7.59 1.80 4.30  0.087
H -8.87 0.75 3.73  0.078
H -9.72 4.07 2.81  0.101
H -7.95 3.98 -1.08  0.111
H -6.79 1.89 -0.52  0.105
H -6.78 -0.42 0.08  0.128
H -5.97 -1.03 1.55  0.115


Entry from the Open Molecules 2025 dataset: C5H7NO as an isolated structure at a distorted geometry (wB97M-V/def2-TZVPD).

Results
energy relative to the best compared isomer or geometry (same formula, charge and spin): 105.9 kcal/mol
HOMO: -9.22 eV
orbital gap: 10.3 eV

Last column: Löwdin charge in e.
Atoms and positions in Å:
O 1.62 -1.40 -0.44  -0.023
C 0.24 -1.45 -0.61  -0.212
C 0.81 -0.17 -0.96  -0.249
C -0.81 1.07 -0.38  -0.105
C -1.16 0.54 0.79  -0.065
C 0.28 0.61 1.26  -0.137
N 0.64 1.01 -0.14  -0.030
H -0.17 -2.08 -1.39  0.118
H 0.95 0.15 -2.00  0.153
H -1.29 1.48 -1.26  0.121
H -0.38 -1.44 0.28  0.096
H -2.09 0.33 1.28  0.095
H 0.86 -0.24 1.63  0.119
H 0.39 1.46 1.93  0.119


Entry from the Open Molecules 2025 dataset: C24H19B2ClF4IN6O9V as an isolated structure at a distorted geometry (wB97M-V/def2-TZVPD).

Results
spin multiplicity: 2
total charge: -1
energy relative to the best compared isomer or geometry (same formula, charge and spin): 71.3 kcal/mol
HOMO (spin up / spin down): -4.37 / -4.37 eV
orbital gap (spin up / spin down): 3.2 / 3.6 eV

Last column: Löwdin charge in e.
Atoms and positions in Å:
V 0.27 -0.23 -0.07  1.151
C 3.50 -2.83 -0.87  0.028
C 2.19 -2.12 -0.78  -0.199
N 1.87 -1.29 0.18  -0.013
O 2.74 -1.13 1.20  0.106
B 2.80 0.29 1.64  -1.102
F 3.13 1.08 0.54  0.171
F 3.73 0.40 2.62  0.194
O 1.46 0.73 2.16  0.111
N 0.47 -0.09 1.77  -0.104
C -0.22 -0.75 2.64  -0.177
C -0.02 -0.62 4.11  0.045
C -1.24 -1.53 1.99  -0.209
N -1.17 -1.45 0.70  0.001
O -2.22 -1.95 0.02  0.129
B -2.05 -2.43 -1.36  -1.116
F -1.58 -3.75 -1.32  0.143
F -3.25 -2.36 -2.00  0.219
O -1.05 -1.63 -2.12  0.102
N 0.09 -1.56 -1.42  -0.054
C 1.12 -2.27 -1.73  -0.211
C 1.20 -3.16 -2.92  0.037
C -2.36 -2.23 2.68  0.036
H 4.17 -2.41 -0.12  0.094
H 3.92 -2.69 -1.86  0.085
H 3.38 -3.89 -0.68  0.103
H 1.02 -0.34 4.30  0.097
H -0.25 -1.55 4.63  0.087
H -0.67 0.16 4.50  0.115
H 0.20 -3.32 -3.32  0.100
H 1.66 -4.10 -2.66  0.096
H 1.80 -2.66 -3.69  0.086
H -2.26 -2.17 3.76  0.077
H -2.38 -3.27 2.36  0.103
H -3.30 -1.78 2.36  0.112
Cl 3.39 6.02 -2.01  0.693
C 2.68 4.46 -1.80  -0.596
C 3.17 3.40 -2.52  -0.156
C 2.60 2.14 -2.36  -0.588
I 3.26 0.46 -3.41  0.997
C 1.59 1.88 -1.45  -0.409
O 1.12 0.70 -1.27  -0.224
C 1.11 2.98 -0.67  -0.132
N 0.16 2.70 0.23  0.146
C -0.35 3.68 0.93  -0.078
C 0.03 5.02 0.76  -0.025
C 1.03 5.33 -0.13  -0.019
C 1.62 4.29 -0.88  -0.157
H 4.00 3.54 -3.20  0.098
H -1.12 3.40 1.65  0.120
H -0.45 5.80 1.33  0.105
H 1.36 6.35 -0.27  0.090
O -5.85 2.62 -3.51  -0.016
C -5.01 1.99 -4.12  -0.736
O -4.84 1.62 -5.26  -0.030
C -3.75 1.56 -3.16  -0.080
C -2.50 1.39 -3.73  0.001
C -1.44 1.10 -2.88  -0.129
N -1.60 1.01 -1.58  0.076
C -2.79 1.18 -1.06  -0.162
C -3.93 1.44 -1.81  0.056
C -2.90 1.18 0.53  -0.628
O -4.00 1.41 0.99  0.037
O -1.81 0.98 1.08  -0.028
H -2.36 1.48 -4.80  0.108
H -0.44 0.95 -3.28  0.100
H -4.89 1.57 -1.32  0.125


Entry from the Open Molecules 2025 dataset: one molecule with the formula C3H8NO2 at a distorted geometry (wB97M-V/def2-TZVPD).

Results
spin multiplicity: 2
energy relative to the best compared isomer or geometry (same formula, charge and spin): 12.8 kcal/mol
HOMO (spin up / spin down): -9.99 / -10.06 eV
orbital gap (spin up / spin down): 10.8 / 8.2 eV

Last column: Löwdin charge in e.
Atoms and positions in Å:
N -0.78 -1.16 -0.61  0.052
C 0.15 -0.32 0.12  -0.352
C -0.57 0.78 0.88  -0.227
O -1.42 0.28 1.91  -0.065
C 1.25 0.36 -0.87  -0.329
O 2.17 0.96 -0.16  0.033
H -0.23 -1.92 -1.06  0.090
H -1.11 -0.61 -1.41  0.089
H 0.74 -0.95 0.80  0.147
H 0.19 1.40 1.33  0.116
H -1.16 1.37 0.18  0.125
H -1.39 -0.70 1.88  0.086
H 1.51 -0.51 -1.49  0.113
H 0.65 1.04 -1.50  0.123


Entry from the Open Molecules 2025 dataset: one molecule with the formula C2H2N2OS at a distorted geometry (wB97M-V/def2-TZVPD).

Results
energy relative to the best compared isomer or geometry (same formula, charge and spin): 79.0 kcal/mol
HOMO: -8.59 eV
orbital gap: 8.8 eV

Last column: Löwdin charge in e.
Atoms and positions in Å:
C 0.13 -0.99 0.07  0.022
C 2.22 -0.50 0.01  -0.722
N -0.39 0.12 0.12  -0.155
N 0.23 1.22 0.21  -0.264
O 2.99 -1.39 0.04  0.000
S 2.14 1.14 -0.03  0.968
H -0.26 -1.97 0.15  0.066
H -0.18 2.05 -0.19  0.085


Entry from the Open Molecules 2025 dataset: a 10-piece molecular cluster, C5H29N2O10 overall at a distorted geometry (wB97M-V/def2-TZVPD).

Results
total charge: +1
energy relative to the best compared isomer or geometry (same formula, charge and spin): 41.3 kcal/mol
HOMO: -11.67 eV
orbital gap: 9.2 eV

Last column: Löwdin charge in e.
Atoms and positions in Å:
O 2.36 -1.88 2.01  0.048
C 2.40 -2.98 1.54  -0.240
C 1.65 -3.39 0.28  -0.139
C 0.95 -2.33 -0.57  -0.150
C -0.15 -1.50 0.02  -0.239
C -1.48 -1.74 -0.04  -0.158
N -2.50 -1.04 0.53  0.105
N 0.30 -0.41 0.96  0.196
H 3.06 -3.77 1.99  0.137
H 2.42 -3.81 -0.37  0.128
H 1.01 -4.23 0.55  0.125
H 1.66 -1.60 -1.06  0.131
H 0.57 -2.77 -1.52  0.133
H -1.76 -2.60 -0.68  0.147
H -3.24 -0.62 0.02  0.075
H -2.14 -0.36 1.23  0.071
H 0.09 -0.81 1.88  0.079
H 1.28 -0.12 0.81  0.112
H -0.09 0.53 0.87  0.107
H 1.32 2.80 -4.06  0.043
H 2.54 3.30 -3.30  0.060
O 2.29 2.64 -3.95  -0.065
H -2.03 0.18 3.44  0.068
H -1.00 1.26 3.07  0.035
O -1.10 0.31 3.23  -0.052
H -0.14 2.87 -2.40  0.010
H -0.78 3.91 -3.43  0.062
O 0.03 3.53 -3.10  -0.062
H -4.15 0.73 -3.08  0.075
H -4.61 1.10 -1.68  0.071
O -3.89 0.66 -2.16  -0.038
H 3.18 1.56 1.34  0.053
H 2.73 1.57 2.78  0.062
O 2.38 1.49 1.88  -0.044
H 2.16 1.54 -2.82  0.046
H 1.79 1.37 -1.45  0.021
O 1.39 1.08 -2.29  -0.125
H -1.48 2.34 0.25  0.024
H -0.98 3.14 1.49  0.058
O -1.44 2.33 1.25  -0.084
H -0.24 -2.16 3.59  0.076
H -0.13 -3.17 2.68  0.065
O -0.66 -2.36 2.74  -0.048
H -2.40 1.71 -1.79  0.038
H -1.08 0.94 -1.59  0.057
O -1.49 1.81 -1.46  -0.071


Question: Which value of energy relative to the best compared isomer or geometry (same formula, charge and spin) does entry 3 give?
Answer: 71.3 kcal/mol